# 1
The following is a quantum chemistry calculation of 11 unconnected molecules or ions with the total composition C5H33NO12S in a non-equilibrium geometry, from the OMol25 dataset.

Element x y z (Å)
C1 1.07502 0.35525 1.79037
O1 -4.56836 -0.21156 0.56773
H1 1.58805 0.11964 2.73447
O2 3.73334 -2.43076 -2.21947
H2 -2.60894 -4.09693 -0.25605
H3 3.29916 0.91225 1.07897
O3 0.31127 -3.88168 0.80885
O4 3.08160 0.37353 0.34545
H4 0.50375 2.65286 4.23686
H5 -0.14225 1.97582 1.09194
H6 0.39690 -4.21661 1.70221
H7 2.27419 -1.91751 -0.10615
H8 2.39531 -3.87754 2.19727
H9 2.62865 -2.56181 1.58164
C2 0.60602 1.80884 1.85989
H10 2.33208 3.37158 -0.78329
H11 -2.42725 -0.51324 -3.55598
H12 -3.57735 2.58060 -1.64397
H13 3.95480 -1.56411 -1.84604
H14 -2.53106 -2.34713 -1.75547
O5 1.62768 -1.41077 0.40528
H15 -0.10368 -1.03621 -1.56472
H16 2.69387 1.19084 -1.64231
H17 1.16709 -3.58565 0.49684
O6 1.41142 3.59179 -0.92891
H18 -0.26394 3.85011 0.15951
H19 -1.15213 -3.57332 -0.03067
O7 -1.01176 4.13288 0.69599
O8 3.05908 -3.44118 1.65251
H20 -4.52958 0.47872 -0.11423
S1 -0.35843 2.15742 3.34283
H21 0.84556 2.81592 -0.83676
N1 0.94044 0.58712 -0.64329
H22 -4.22929 -0.97797 0.08968
H23 1.31401 1.43029 -2.57928
C3 1.74201 0.02347 0.48145
H24 -1.78378 0.76333 -4.07708
H25 1.82432 -0.20468 -2.41621
O9 -2.07979 -3.29921 -0.19451
H26 0.24853 -0.31840 2.02439
H27 -1.01055 0.48082 -1.26655
H28 4.12298 -2.98905 -1.53410
O10 -2.89763 -2.37665 -2.65935
C4 1.73474 0.72967 -1.84759
H29 -0.75782 4.76860 1.36485
O11 -2.34401 0.43415 -3.36617
H30 1.40087 2.52488 1.66481
O12 -4.06568 2.30544 -0.86429
H31 -0.67071 -0.69461 0.00806
H32 -3.57776 2.64101 -0.10724
H33 -3.38489 -3.18861 -2.79586
C5 -0.27328 -0.20957 -0.86558

Atoms 1-2, force components in eV/Å:
-0.472 0.621 1.647
0.126 -0.104 -0.436

Output
Gap between HOMO and LUMO, eV: 9.08
Relative energy (zero: lowest compared OMol25 entry of this formula, charge and spin), kJ/mol: 278.8
F_max, Eh/bohr: 0.04347
Charge: 0
Structure (SMILES): CN(C)C(O)(O)CCS.O.O.O.O.O.O.O.O.O.O

Löwdin atomic charge list, values in e, 8 entries: C -0.176; O -0.073; H 0.125; O -0.052; H 0.051; H 0.094; O -0.026; O 0.072

=====

# 2
The following is a quantum chemistry calculation of 11 unconnected molecules or ions with the total composition C5H34N2O10 in a non-equilibrium geometry, from the OMol25 dataset.

Element x y z (Å)
O1 2.93143 0.80344 -0.36652
H1 -0.79861 3.76165 0.07653
H2 -0.44987 -1.67367 3.85519
N1 1.03720 2.77027 0.65985
H3 -0.43894 -4.10080 -1.78360
C1 -0.95437 -1.62386 -0.11969
H4 1.51273 3.67986 0.81532
H5 -0.90630 -1.83592 0.95652
H6 2.37591 -0.16434 1.08675
H7 -0.86367 3.25200 1.53303
H8 1.37688 1.12224 -2.85822
H9 0.75683 1.00760 3.54356
H10 -2.13459 -0.12622 -1.13595
H11 -1.12865 -2.39221 -0.78184
H12 -0.45256 -0.70257 -4.20410
H13 0.94579 2.32718 4.15950
O2 -0.59108 -0.72224 3.62907
O3 1.12375 -2.97734 2.77461
H14 -0.67585 1.36429 -0.78707
O4 1.54035 -0.42366 1.55288
H15 3.61192 -0.52063 -3.05913
O5 -1.48928 0.93608 -3.17096
H16 -0.15037 -0.97600 -0.47815
H17 -2.40611 1.06675 1.41986
C2 -3.29307 -1.15273 0.52674
H18 1.73766 -3.55603 2.78366
O6 0.30793 -3.96491 -2.36644
O7 0.80599 1.71076 -2.34359
H19 -3.27472 -1.59625 1.46938
H20 2.66524 -1.50972 -2.35631
H21 -0.79163 1.60763 -2.86836
C3 -0.44554 2.86601 0.59155
H22 -0.06580 -0.24861 -2.72646
C4 -1.56488 0.59420 0.86399
H23 1.26159 2.35436 1.56657
H24 -0.51466 -0.71680 2.69118
H25 -3.82474 -1.77724 -0.22161
H26 2.83336 0.39454 -1.14459
H27 1.20634 1.93830 -1.53855
C5 -2.05886 -0.62391 -0.04048
H28 -2.34188 1.34092 -3.13057
O8 0.16561 -1.02143 -3.45095
O9 2.71555 -0.65324 -2.62283
O10 1.12202 1.82113 3.43189
H29 0.35541 -3.07021 -2.71270
H30 -3.96355 -0.31602 0.47699
H31 1.44419 0.28826 2.14014
H32 -0.73117 0.38796 1.49013
H33 1.41762 -2.12279 2.43244
H34 2.23099 1.42532 -0.20467
N2 -1.17155 1.74858 -0.05403

Atoms 1-2, force components in eV/Å:
1.924 2.059 4.943
0.962 0.094 -1.078

Output
Gap between HOMO and LUMO, eV: 9.33
Relative energy (zero: lowest compared OMol25 entry of this formula, charge and spin), kJ/mol: 472.5
F_max, Eh/bohr: 0.18395
Charge: 0
Structure (SMILES): CC(C)CNCN.O.O.O.O.O.O.O.O.O.O

Löwdin atomic charge list, values in e, 8 entries: O -0.011; H 0.101; H 0.067; N 0.008; H 0.017; C -0.056; H 0.106; H 0.084

=====

# 3
The following is a quantum chemistry calculation of 12 unconnected molecules or ions with the total composition C5H34N2O12 in a non-equilibrium geometry, from the OMol25 dataset.

Element x y z (Å)
H1 3.51662 0.05767 -2.88976
O1 -0.35524 3.30943 1.18987
H2 1.57392 -3.21683 3.12177
H3 2.50439 3.90582 0.16502
O2 -1.40551 -2.16448 -0.05427
O3 1.73188 -2.53631 3.63897
O4 3.52051 -1.50900 1.48492
O5 1.58354 3.06158 -2.31769
O6 3.10992 0.13433 -1.98341
H4 -1.92599 -1.81614 3.32042
C1 0.35257 -0.12908 1.11843
O7 1.71716 4.28484 -0.12706
H5 -0.96277 3.69776 0.52588
O8 -0.90307 -1.01935 -3.51846
H6 -0.87453 -1.54724 -4.41652
H7 1.45305 3.73175 -1.60323
O9 -3.30093 0.01006 2.23662
H8 1.10944 0.38125 1.71406
H9 -0.79442 -2.61798 3.50424
H10 -2.82394 -1.34610 -1.51130
H11 2.03835 2.38978 -1.88876
H12 -3.26809 0.86613 1.85761
H13 2.15247 -1.77830 -2.11691
H14 0.55489 -2.90350 0.28089
H15 1.66615 -3.43177 -1.89220
H16 -0.15456 -0.77810 1.87973
C2 -0.92096 2.07816 1.61550
O10 -3.60589 -1.58450 -1.99846
H17 1.07002 3.95653 0.51203
C3 0.98151 -0.79266 -0.02474
H18 -1.53163 -0.36971 -0.42316
H19 -1.80513 -0.94261 -3.24642
H20 -0.10509 1.47877 -0.39412
H21 4.05368 -2.17202 1.87090
H22 -2.13335 0.96826 -0.73644
C4 -0.56776 1.00409 0.51507
O11 -1.35649 -2.26979 2.87586
H23 2.86618 -1.72361 0.81654
H24 3.87266 0.11036 -1.40212
H25 -2.85921 -0.83195 1.88402
N1 -1.83417 0.44321 0.08305
N2 1.88555 -2.58636 -1.45512
H26 -1.97686 2.14700 1.73454
H27 -3.56406 -2.40971 -2.49978
H28 1.84072 -1.80919 3.00561
H29 -1.30438 -2.21113 0.91054
H30 -1.37992 1.80487 -2.63720
C5 1.05474 -2.05561 -0.38663
H31 -0.99370 3.24683 -2.36269
H32 1.51619 -0.02894 -0.70779
H33 -0.37921 1.86547 2.53496
O12 -1.64900 2.59997 -2.15911
H34 -1.40707 -2.83512 -0.47386

Atoms 1-2, force components in eV/Å:
-0.666 0.295 1.254
-1.072 1.454 -0.294

Output
Gap between HOMO and LUMO, eV: 8.24
Relative energy (zero: lowest compared OMol25 entry of this formula, charge and spin), kJ/mol: 766.4
F_max, Eh/bohr: 0.31494
Charge: 0
Structure (SMILES): N/C=C/C[C@@H](N)CO.O.O.O.O.O.O.O.O.O.O.O

Löwdin atomic charge list, values in e, 8 entries: H 0.094; O -0.098; H -0.056; H 0.034; O 0.021; O 0.011; O -0.041; O -0.069

=====

# 4
The following is a quantum chemistry calculation of 10 unconnected molecules or ions with the total composition C5H34N3O9 in a non-equilibrium geometry, from the OMol25 dataset.

Element x y z (Å)
N1 0.32065 0.02109 -1.98560
H1 -1.63955 1.69571 3.81487
O1 -0.84602 -1.44830 3.55429
H2 0.91838 -0.22661 0.98519
H3 -0.35645 -2.40691 0.23810
H4 -1.59681 -2.65315 0.96113
H5 -0.94653 -0.43973 -3.64476
H6 3.17092 0.49769 -4.16553
H7 1.08978 -0.49496 -1.52962
H8 2.82716 -2.83268 -2.31501
H9 -2.41219 -0.16795 1.76864
C1 -0.48204 0.60506 -0.90589
H10 -1.04704 0.29690 3.34503
H11 3.27461 1.45076 1.43661
H12 -3.84977 -0.39729 -0.30905
H13 -1.24669 3.01975 0.12720
O2 2.87654 0.89995 -3.33556
N2 -0.63663 2.38643 0.66957
N3 3.36929 -0.43670 0.46012
H14 -0.87235 -1.82534 2.64409
H15 -1.33605 1.17743 -1.40978
H16 -1.40571 1.80000 1.04827
H17 -1.06478 -0.06747 -0.29257
O3 -3.37731 -2.14462 1.58032
H18 -3.60305 0.52384 2.17244
H19 0.15354 -1.64030 -3.32551
C2 2.75798 0.90770 0.61357
O4 -1.03814 1.27854 3.18667
O5 2.49965 2.97316 -1.58118
H20 3.38119 -1.03157 1.26795
O6 2.16180 -2.14460 -2.44369
H21 -3.42762 -1.51701 0.82724
H22 -4.21217 -1.10215 -1.58954
O7 -3.54548 -1.12489 -0.88830
C3 -0.44931 -0.92535 -2.76318
H23 -3.89000 -2.90434 1.28373
H24 -1.35397 -1.31309 -2.28109
H25 1.11547 1.02696 2.00929
O8 -0.63259 -2.63389 1.13955
H26 1.02360 2.17251 -0.69857
H27 2.79425 2.72679 -2.46737
H28 1.91685 0.74492 -3.25932
H29 2.99964 1.51360 -0.29891
H30 3.17251 3.53682 -1.18976
H31 2.53881 -1.62231 -3.15985
H32 -1.25097 -2.10887 4.12181
C4 0.38409 1.55708 -0.07202
O9 -3.02987 0.48919 1.38087
H33 3.11470 -0.88096 -0.40631
H34 -0.20292 2.86735 1.46249
C5 1.25502 0.81178 0.92989

Atoms 1-2, force components in eV/Å:
0.569 -0.696 1.152
-0.050 -0.221 0.030

Output
Gap between HOMO and LUMO (alpha / beta), eV: 2.41 / 8.76
2S+1: 2
Relative energy (zero: lowest compared OMol25 entry of this formula, charge and spin), kJ/mol: 0.0
F_max, Eh/bohr: 0.05502
Charge: 0

Löwdin atomic charge list, values in e, 8 entries: N -0.104; H 0.037; O -0.085; H 0.096; H 0.049; H 0.021; H 0.086; H 0.055

=====

# 5
The following is a quantum chemistry calculation of 12 unconnected molecules or ions with the total composition C5H34NO12 in a non-equilibrium geometry, from the OMol25 dataset.

Element x y z (Å)
H1 3.88640 0.02390 0.55933
O1 -3.77067 -2.39256 -0.70287
H2 -1.73317 2.94610 -0.18666
O2 -2.32308 2.80940 0.61257
H3 1.95857 3.34438 0.15257
H4 -3.10344 -2.73144 1.63801
C1 2.41723 -2.65000 -0.32991
H5 0.99122 1.56673 -1.72052
H6 -2.85032 -2.64476 -0.43857
H7 -1.05381 1.54249 -2.08371
O3 -0.50995 2.51020 -1.36542
C2 -1.01378 -1.37905 1.22169
H8 -1.14962 -0.26368 1.38229
H9 0.95489 0.80197 -3.03626
H10 0.83101 -0.54502 0.81879
H11 -1.18931 3.31225 1.69093
C3 -1.38559 -2.02563 2.51182
O4 3.95217 -0.01850 -1.78901
H12 0.85455 -1.90891 1.96678
H13 -3.84286 -1.58212 -1.00693
H14 2.81278 -3.47043 -0.97142
H15 -0.98983 1.25227 3.50513
O5 1.49986 0.90642 -2.23189
C4 0.87157 -2.48466 -0.29746
O6 -0.48605 3.70947 2.19389
H16 -0.92206 -0.22919 -2.35644
O7 -1.28307 0.64759 -2.70774
N1 0.41518 -1.78440 -1.51478
H17 2.83137 -3.05865 0.75820
H18 0.36084 1.30527 2.89077
O8 -0.18312 0.73255 3.43430
H19 2.86953 -1.69727 -0.57601
H20 0.10643 3.91868 1.53421
O9 4.27666 0.37507 1.25800
H21 4.14940 0.94954 -1.80337
H22 -0.68469 3.14525 -1.99755
H23 2.99321 0.00851 -1.91320
H24 0.51488 3.50726 -0.50770
H25 4.24171 1.32289 1.04511
C5 0.58789 -1.57599 0.94901
H26 -3.78860 0.80420 -1.47175
H27 0.42143 -3.38106 -0.30465
O10 -3.53969 0.03218 -1.75434
H28 -1.89992 -1.40384 3.18291
O11 -2.29729 -3.05066 2.21562
H29 0.42716 -2.22665 -2.29606
H30 0.69957 -0.75185 -1.60895
H31 -1.53837 -1.66817 0.28691
O12 1.14925 3.89191 0.08311
H32 -0.53678 -2.43086 3.11630
H33 -2.66944 0.12325 -2.35059
H34 -2.33024 1.86563 0.31554

Atoms 1-2, force components in eV/Å:
-2.687 -3.016 -5.173
1.129 -8.059 3.319

Output
Gap between HOMO and LUMO, eV: 9.02
Relative energy (zero: lowest compared OMol25 entry of this formula, charge and spin), kJ/mol: 450.8
F_max, Eh/bohr: 0.17091
Charge: -1

Löwdin atomic charge list, values in e, 8 entries: H -0.099; O -0.026; H 0.025; O -0.099; H 0.062; H 0.128; C -0.073; H 0.024